Entry 1:
Here is the molecule C20H20N6O5S2 from the Open Molecules 2025 dataset. Energies are from the ωB97M-V functional and the def2-TZVPD basis.

Summary:
SMILES: COc1cccc(N2C[C@@H](C(=O)Nc3nnc(SCC(=O)Nc4cc(C)on4)s3)CC2=O)c1
HOMO-LUMO gap: 0.3054 Ha
E_HOMO: -8.2 eV

```
53
Properties=species:S:1:pos:R:3:forces:R:3:mulliken_charge:R:1
C -8.1134 -1.6114 -1.0144 0.0359 -0.2227 -0.0725 -0.787
O -8.3013 -0.2866 -0.5740 0.0239 0.3105 0.1050 -0.453
C -7.2043 0.4694 -0.3042 0.1576 0.2653 0.1137 0.637
C -7.4513 1.7791 0.1111 -0.1082 -0.1222 -0.0524 -0.682
C -6.3931 2.6119 0.4019 -0.1082 -0.1047 -0.0262 -0.613
C -5.0849 2.1718 0.2852 0.2477 -0.0711 -0.0202 -0.683
C -4.8324 0.8666 -0.1263 -0.3735 0.2146 -0.0339 -0.080
N -3.5104 0.4079 -0.2423 -0.0317 0.2008 0.3143 0.204
C -2.4235 1.1169 0.4064 0.2034 0.1748 0.2538 -1.305
C -1.2456 0.1373 0.3821 -0.2672 0.2843 -0.0278 0.137
C -1.2013 -0.6763 1.6547 -0.0035 0.2937 -0.2160 0.090
O -2.0488 -0.6742 2.5106 -0.1805 -0.0149 0.1116 -0.639
N -0.0939 -1.4956 1.8220 -0.1883 -0.4756 0.7164 -0.064
C 1.0354 -1.6081 1.0739 1.1254 -0.5392 -0.1066 0.376
N 1.3146 -0.9714 -0.0093 -1.6183 0.5207 0.5402 -0.106
N 2.4954 -1.2673 -0.5265 1.4179 -0.5258 -0.5991 -0.484
C 3.1560 -2.1446 0.1429 -0.4033 -0.1848 0.4522 0.411
S 4.7379 -2.7015 -0.2746 0.5731 -0.2157 -0.1560 -0.145
C 4.9755 -1.7537 -1.8076 -0.3120 -0.1791 0.1230 -0.737
C 4.7565 -0.2481 -1.6814 0.1696 -0.3372 0.0215 0.545
O 4.3402 0.3942 -2.6105 -0.0459 0.1805 -0.2283 -0.634
N 5.1313 0.2694 -0.4813 0.3547 0.0556 0.4851 -0.042
C 4.9421 1.5750 -0.0807 -0.1174 0.8997 0.3178 0.382
C 4.4394 2.6767 -0.8187 0.0221 0.3686 0.4018 0.031
C 4.4695 3.7001 0.0844 -0.0270 -0.6103 -0.5356 0.145
C 4.0899 5.1289 -0.0190 0.1217 -0.0986 0.2385 -1.188
O 4.9480 3.2471 1.2562 -0.2642 0.8474 -0.1966 -0.119
N 5.2379 1.9272 1.1494 0.2736 -1.3019 -0.1518 -0.677
S 2.3209 -2.7264 1.5792 -0.2337 0.6431 -0.6910 -0.257
C -1.5745 -0.7668 -0.8094 -0.0329 -0.0381 -0.0116 -0.885
C -3.0880 -0.6694 -0.9556 0.4540 -0.3064 -0.1708 0.554
O -3.7626 -1.4241 -1.6175 -0.1280 -0.1744 -0.1542 -0.678
C -5.8971 0.0158 -0.4136 -0.2693 -0.3472 -0.1131 0.051
H -7.5295 -1.6490 -1.9387 -0.0053 -0.0006 0.0378 0.328
H -7.6208 -2.2211 -0.2507 -0.0002 0.0216 -0.0361 0.317
H -9.1123 -2.0032 -1.1999 0.0906 -0.0156 0.0021 0.231
H -8.4725 2.1134 0.1944 -0.1304 0.0481 0.0106 0.444
H -6.5833 3.6254 0.7219 -0.0214 0.0799 0.0256 0.366
H -4.2794 2.8518 0.5073 0.1156 0.0407 0.0250 0.385
H -2.7060 1.3710 1.4313 0.0312 0.0411 -0.1462 0.520
H -2.1742 2.0307 -0.1448 0.0083 -0.0394 0.0810 0.425
H -0.2860 0.6379 0.2517 -0.1667 -0.0275 0.0027 0.706
H -0.1257 -2.0521 2.6693 -0.1306 0.1929 -0.1449 0.261
H 4.2967 -2.1368 -2.5691 0.0766 0.1665 0.0205 0.360
H 6.0054 -1.9512 -2.1105 -0.0256 -0.0168 0.0192 0.409
H 5.4930 -0.3420 0.2400 -0.1152 -0.0526 -0.1629 0.267
H 4.1177 2.6748 -1.8365 -0.0794 0.0823 -0.1998 0.448
H 4.9659 5.7597 0.1245 0.0185 0.0803 -0.0266 0.299
H 3.6619 5.3250 -0.9969 -0.0214 0.0235 -0.0327 0.308
H 3.3664 5.3812 0.7541 -0.0699 0.0597 -0.0005 0.317
H -1.2758 -1.8050 -0.6787 -0.0314 -0.0049 -0.0739 0.388
H -1.1055 -0.3997 -1.7230 0.0000 -0.0281 -0.0028 0.362
H -5.6849 -0.9892 -0.7304 -0.0108 -0.0408 -0.0291 0.551
```
Forces are in eV/Å.

=====

Entry 2:
Here is the ion C6H10N5 with charge +1 from the Open Molecules 2025 dataset. Energies are from the ωB97M-V functional and the def2-TZVPD basis.

Summary:
SMILES: C/N=[N+]1\N=CC(N)=C1/C=C\N
HOMO-LUMO gap (spin up / spin down): 0.2845 / 0.2274 Ha
E_HOMO (spin up / spin down): -12.6 / -12.4 eV
ΔE to the lowest compared entry with this formula, charge and spin: 6.0090 eV
Total charge: +1

```
21
Properties=species:S:1:pos:R:3:forces:R:3:mulliken_charge:R:1
C -2.1230 1.2985 0.8925 2.6109 -1.1698 2.8840 -0.652
N -1.2848 1.1199 -0.2382 -1.6082 0.3607 -0.7828 -0.389
N -0.0816 0.8558 0.1902 5.2421 -2.7739 -0.8341 1.226
N 0.6920 1.7814 0.7534 -0.7824 3.1419 1.3523 -1.104
C 1.9461 1.5442 0.6210 -0.9028 -2.2278 -1.2934 -0.438
C 2.1320 0.2359 -0.0438 -0.3996 -0.4620 0.7414 0.549
N 3.2971 -0.4909 -0.1611 -3.5834 -0.7554 -1.0566 -0.382
C 0.7417 -0.1504 -0.2759 -0.0116 0.5664 0.1455 0.453
C 0.1831 -1.3543 -0.7424 2.1624 -1.7876 -1.8972 -0.451
C -1.0429 -1.7942 -0.8829 -0.3968 -0.4333 -0.4485 -0.522
N -1.9906 -0.8700 -0.5041 -4.0055 -0.8533 -0.6988 -0.443
H -2.1703 0.2906 1.3860 -0.5588 0.8909 -0.2217 0.248
H -1.5076 1.7751 1.7048 -1.0372 0.6630 -0.7249 0.351
H -3.0590 1.6473 0.6438 -1.8340 1.1325 -0.2769 0.366
H 2.6267 2.2967 0.8571 1.1708 0.7971 0.6102 0.487
H 4.1476 -0.0847 0.1397 0.8205 0.1097 0.1743 0.230
H 3.2452 -1.4631 -0.5795 0.4193 1.9100 0.8244 0.248
H 0.7693 -2.0050 -1.3603 1.4329 -0.2654 0.3718 0.226
H -1.2475 -2.7425 -1.4367 -0.0900 0.9909 0.5342 0.371
H -2.5767 -1.1191 0.3145 0.5998 0.1014 -0.2950 0.345
H -2.6968 -0.7711 -1.2781 0.7517 0.0640 0.8915 0.279
```
Forces are in eV/Å.

=====

Entry 3:
Here is a cluster of 2 separate species, C5H3NO in total from the Open Molecules 2025 dataset. Energies are from the ωB97M-V functional and the def2-TZVPD basis.

Summary:
HOMO-LUMO gap: 0.3023 Ha
E_HOMO: -9.9 eV
ΔE to the lowest compared entry with this formula, charge and spin: 5.6045 eV

```
10
Properties=species:S:1:pos:R:3:forces:R:3:mulliken_charge:R:1
N 2.9738 -0.8513 -0.1466 -0.7961 0.7822 0.2158 -0.410
C 2.0464 -0.1523 -0.0314 0.7014 -0.5825 -0.0995 0.232
C 0.8492 0.5144 -0.0337 -0.3227 0.0413 -0.0912 -0.316
C -0.0545 1.3374 0.4463 -0.3164 -0.2523 -0.0677 0.748
O -1.2008 1.6178 0.6826 0.6606 0.1283 -0.0370 -0.494
C -1.8233 -0.8193 -0.2532 0.3588 -0.4731 -0.1342 -0.434
C -0.7599 -1.3744 -0.4025 -0.7079 -0.1018 -0.0384 -0.383
H 0.8790 2.0828 0.4319 0.0509 0.0155 0.1053 0.195
H -2.8080 -0.4191 -0.1604 0.2255 0.1947 0.0949 0.412
H -0.0092 -2.1092 -0.5958 0.1459 0.2476 0.0521 0.450
```
Forces are in eV/Å.

=====

Entry 4:
Here is the molecule C9H7N3OS from the Open Molecules 2025 dataset. Energies are from the ωB97M-V functional and the def2-TZVPD basis.

Summary:
SMILES: NC(=O)c1snnc1-c1ccccc1
HOMO-LUMO gap: 0.3301 Ha
E_HOMO: -9.6 eV
ΔE to the lowest compared entry with this formula, charge and spin: 1.2055 eV

```
21
Properties=species:S:1:pos:R:3:forces:R:3:mulliken_charge:R:1
N -0.2525 1.3382 -2.3909 0.2148 -0.6634 1.8502 -0.331
C 0.5240 0.3340 -2.8712 0.3242 0.8804 -3.0861 0.285
O 0.9284 0.4696 -4.0301 0.2474 -0.7691 0.6049 -0.669
C 0.8785 -0.8655 -2.1152 0.5644 -1.5402 0.2902 0.700
S 2.0962 -2.0310 -2.6423 -1.1089 1.0916 1.3521 0.131
N 2.0408 -2.8199 -1.1496 -0.7318 0.9303 0.2366 -0.474
N 1.1750 -2.3002 -0.3271 0.4982 -0.8908 -1.2932 -0.238
C 0.4438 -1.2824 -0.8841 0.5767 0.1687 -0.1703 -0.107
C -0.6730 -0.6812 -0.1499 0.3392 -0.1293 0.8572 -0.179
C -0.4528 -0.2041 1.1473 -1.1289 1.2774 0.9639 -0.264
C -1.4819 0.5172 1.7921 -0.1222 -0.5754 -0.2296 -0.502
C -2.7121 0.6813 1.1565 -0.3239 0.3293 0.7305 -0.284
C -2.9375 0.1494 -0.0938 0.0486 -0.4107 0.1310 -0.554
C -1.9351 -0.5688 -0.7235 -0.2948 0.5471 -0.0522 0.110
H -0.2920 1.3669 -1.3688 -0.3527 0.5848 -0.6070 0.197
H -0.1408 2.1815 -2.9361 -0.1126 0.0087 0.2612 0.284
H 0.4542 -0.2779 1.7446 0.1787 -0.3779 -0.7558 0.400
H -1.3763 0.8879 2.8178 0.2198 -0.1454 -0.4846 0.363
H -3.5527 1.1722 1.6634 0.5354 -0.0343 -0.1224 0.338
H -3.9169 0.2404 -0.5416 0.0237 -0.0091 -0.1244 0.392
H -2.1848 -0.9684 -1.6885 0.4045 -0.2728 -0.3525 0.403
```
Forces are in eV/Å.

=====

Entry 5:
Here is a cluster of 2 separate species, C6H11N in total from the Open Molecules 2025 dataset. Energies are from the ωB97M-V functional and the def2-TZVPD basis.

Summary:
SMILES: C=C(C)C.CC#N
HOMO-LUMO gap: 0.3696 Ha
E_HOMO: -9.3 eV
ΔE to the lowest compared entry with this formula, charge and spin: 1.9529 eV

```
18
Properties=species:S:1:pos:R:3:forces:R:3:mulliken_charge:R:1
C 1.0866 -1.3424 0.2530 0.0715 -0.5882 -2.0682 -0.907
C 0.8407 -0.1189 -0.2387 2.2563 -0.8273 -0.0037 0.989
C 1.2612 0.1364 -1.6873 -1.2511 -1.1130 -0.1567 -1.408
C 0.9059 1.0768 0.6519 -1.8069 -0.0781 -0.1987 -1.237
H 1.3752 -2.1298 -0.5324 -0.7065 0.8396 1.6739 0.181
H 1.1574 -1.5602 1.3080 -0.1176 -0.1316 0.0743 0.310
H 2.2600 0.4884 -1.5494 0.8079 0.6278 -0.3523 0.421
H 0.6660 0.8584 -2.3220 0.4930 -0.9442 0.8794 0.286
H 1.3646 -0.8854 -2.1366 -0.3260 1.1496 -0.2245 0.333
H 0.8269 1.9313 0.0171 0.4366 0.9732 -0.0625 0.341
H 1.7067 1.0876 1.3529 1.0611 0.0819 0.0612 0.373
H 0.0393 1.1285 1.2836 -0.6087 0.1415 0.3820 0.283
C -2.2479 -0.1368 1.1146 -0.8023 0.4260 -0.6838 -0.793
C -2.2230 -0.2918 -0.3177 -0.5628 0.9683 -4.2944 0.535
N -2.2640 -0.1336 -1.4847 0.2167 -0.8720 3.3368 -0.469
H -3.0165 -0.7221 1.5782 -0.1136 -0.5016 0.3345 0.339
H -2.4706 0.9041 1.2616 -0.2299 0.5597 0.3133 0.270
H -1.2686 -0.2907 1.4481 1.1823 -0.7118 0.9896 0.154
```
Forces are in eV/Å.

=====

Entry 6:
Here is the molecule C16H19ClN4O4 from the Open Molecules 2025 dataset. Energies are from the ωB97M-V functional and the def2-TZVPD basis.

Summary:
SMILES: O=C(CN1CCOCC1)NN1CC(=O)N(c2ccc(Cl)cc2)CC1=O
HOMO-LUMO gap: 0.3404 Ha
E_HOMO: -8.8 eV
ΔE to the lowest compared entry with this formula, charge and spin: 0.0000 eV

```
44
Properties=species:S:1:pos:R:3:forces:R:3:mulliken_charge:R:1
O -1.1714 -0.1688 1.1932 0.1755 -0.1771 0.0820 -0.606
C -2.1517 0.5209 1.0615 -0.1754 0.0273 0.0394 0.923
C -3.4727 0.2958 1.7901 0.0160 -0.1669 0.1315 -1.452
N -4.4116 -0.5264 1.0507 0.0588 0.0982 0.0005 0.042
C -3.9013 -1.8477 0.7198 -0.2986 -0.2467 -0.1177 -0.393
C -5.0575 -2.6871 0.1753 0.3010 -0.0843 0.2280 -0.696
O -5.6398 -2.0839 -0.9576 0.0464 -0.0562 -0.1686 -0.392
C -6.1077 -0.7960 -0.6455 0.0147 0.4305 0.0133 -0.801
C -4.9746 0.0973 -0.1317 -0.3460 -0.2952 -0.1984 -0.163
N -2.2004 1.5251 0.1186 0.3127 0.5084 -0.3353 -0.191
N -1.0081 1.8885 -0.5003 -0.8734 -0.2482 0.1318 0.117
C -0.6685 1.2289 -1.7459 0.1271 -0.2814 -0.3162 -1.041
C 0.6119 0.3945 -1.6211 -0.6161 0.1716 -0.2056 0.874
O 0.7214 -0.7027 -2.1119 -0.0074 -0.2113 -0.1175 -0.625
N 1.5732 1.0443 -0.9178 0.3001 -0.0056 0.2096 0.255
C 2.7572 0.3837 -0.5089 0.3400 -0.2387 0.0434 0.085
C 3.1525 0.4243 0.8241 -0.0728 -0.0358 -0.2074 0.022
C 4.3097 -0.2162 1.2237 0.1355 -0.0561 -0.0584 -0.933
C 5.0654 -0.9078 0.2895 -0.2447 0.1252 -0.0564 0.376
Cl 6.5147 -1.7040 0.7869 0.2039 -0.1198 0.0725 -0.216
C 4.6684 -0.9713 -1.0366 0.0425 0.0083 0.1245 -0.738
C 3.5149 -0.3221 -1.4356 -0.0393 0.0857 0.0877 -0.330
C 1.3126 2.3937 -0.4541 -0.1299 0.3116 0.0769 -1.114
C -0.0307 2.4548 0.2588 0.2341 0.3196 0.1352 0.768
O -0.2280 2.9584 1.3385 0.1266 0.0056 0.1335 -0.659
H -3.9540 1.2504 2.0163 0.0252 0.0046 0.0410 0.394
H -3.2454 -0.2206 2.7261 0.0864 0.1659 -0.0598 0.445
H -3.5021 -2.3092 1.6238 0.0541 -0.0377 -0.0161 0.399
H -3.0997 -1.8042 -0.0347 0.0129 -0.0255 0.0575 0.223
H -4.7043 -3.6674 -0.1469 -0.0115 0.0320 0.0855 0.358
H -5.8167 -2.8079 0.9624 0.0703 -0.0290 -0.0443 0.364
H -6.5325 -0.3904 -1.5655 -0.0069 0.0242 0.0874 0.367
H -6.8903 -0.8572 0.1257 0.0347 0.0334 -0.0723 0.393
H -5.3787 1.0763 0.1365 -0.0004 0.0470 -0.0320 0.409
H -4.2294 0.2203 -0.9363 -0.0895 0.0340 0.0547 0.104
H -2.8919 2.2592 0.2021 0.1890 -0.1018 0.0296 0.273
H -1.4839 0.5645 -2.0322 0.1723 0.0990 0.0653 0.271
H -0.5319 1.9784 -2.5369 -0.0169 -0.1259 -0.0104 0.386
H 2.5458 0.9345 1.5567 -0.0838 0.0650 0.0776 0.479
H 4.6187 -0.1890 2.2566 0.0465 -0.0117 0.0816 0.402
H 5.2590 -1.5209 -1.7521 0.0707 -0.0514 -0.0455 0.406
H 3.1945 -0.3728 -2.4631 -0.0292 0.0078 -0.0687 0.378
H 2.1009 2.7133 0.2262 -0.1932 -0.0309 -0.0959 0.544
H 1.2925 3.0825 -1.3104 0.0382 0.0324 0.1365 0.294
```
Forces are in eV/Å.

=====

Entry 7:
Here is a structure of composition C3O3Y from the Open Molecules 2025 dataset. Energies are from the ωB97M-V functional and the def2-TZVPD basis.

Summary:
2S+1: 2
HOMO-LUMO gap (spin up / spin down): 0.2175 / 0.3115 Ha
E_HOMO (spin up / spin down): -16.9 / -19.4 eV
Total charge: +2

```
7
Properties=species:S:1:pos:R:3:forces:R:3:mulliken_charge:R:1
C 0.4777 -0.6757 -0.7526 -0.8294 3.3514 1.4799 -0.435
C 0.2647 -1.4793 -1.8294 2.2503 -5.4156 -4.5245 0.781
O 0.4511 -2.2622 -2.6973 -1.6436 3.5603 3.4315 -0.159
O -0.6349 1.5137 2.6233 0.8700 -0.2883 -1.1769 -0.169
O -0.1421 0.1447 -1.6868 0.7124 0.1222 1.4016 -0.327
C -1.2778 1.6386 3.5508 -0.9011 0.1933 1.2235 0.259
Y 0.8613 1.1203 0.7920 -0.4587 -1.5233 -1.8351 2.050
```
Forces are in eV/Å.

=====

Entry 8:
Here is a cluster of 2 separate species, C4H10N2 in total from the Open Molecules 2025 dataset. Energies are from the ωB97M-V functional and the def2-TZVPD basis.

Summary:
SMILES: [H]/N=C/N.C=CC
HOMO-LUMO gap: 0.3643 Ha
E_HOMO: -9.0 eV
ΔE to the lowest compared entry with this formula, charge and spin: 2.9237 eV

```
16
Properties=species:S:1:pos:R:3:forces:R:3:mulliken_charge:R:1
H -0.6908 -1.1678 -1.9857 1.2491 -1.3614 0.2524 0.236
N -0.7663 -0.5168 -2.7189 0.8052 3.8376 -2.3501 -0.695
C 0.1889 0.2895 -3.1207 -1.4550 -1.5115 2.5776 0.057
N -0.1011 1.5715 -3.6517 2.6997 -4.4350 -0.1951 -0.501
H 1.2641 0.1300 -2.8902 -0.4690 0.1137 -0.0661 0.332
H -1.0401 1.4625 -3.8891 -2.0405 1.8618 0.0829 0.309
H 0.5360 2.1638 -3.1653 -0.7929 1.5015 -0.2865 0.262
C -1.0968 0.4178 2.3056 4.0172 -0.9618 -1.7040 -0.719
C 0.1214 -0.1610 1.9132 -3.2740 1.9495 2.3925 -0.035
C 0.8341 -1.2765 2.6033 -0.2573 -2.0178 -0.8667 -0.820
H -1.2535 1.4246 1.8959 -0.5800 -0.6576 0.2200 0.221
H -1.7269 -0.0351 3.0335 -0.5522 -0.1335 0.3768 0.288
H 0.6794 0.5228 1.3273 0.7595 0.1003 -0.9816 0.323
H 0.9431 -2.2301 1.9553 0.0154 1.5619 0.7520 0.221
H 0.2648 -1.6276 3.4757 0.2253 0.2608 -0.1151 0.281
H 1.8437 -0.9677 2.9119 -0.3505 -0.1086 -0.0890 0.240
```
Forces are in eV/Å.

=====

no.,calculated total energy (eV)
1,-61912.6399
2,-13822.0145
3,-8764.4019
4,-26798.8698
5,-7888.5785
6,-43572.9863
7,-10271.6412
8,-7287.6959